{"formula": "C25H28AsAuF6N7O3", "method": "ωB97M-V with the def2-TZVPD basis set", "elements": ["Au", "C", "C", "C", "C", "C", "C", "C", "C", "C", "C", "N", "C", "C", "C", "C", "C", "N", "H", "H", "H", "H", "H", "H", "H", "H", "H", "H", "H", "H", "H", "H", "H", "H", "H", "F", "As", "F", "F", "F", "F", "F", "N", "C", "N", "C", "N", "C", "C", "C", "C", "C", "C", "O", "N", "C", "O", "N", "C", "O", "H", "H", "H", "H", "H", "H", "H", "H", "H", "H", "H"], "coordinates": [[0.033, -0.040, 0.421], [1.668, 1.536, -3.784], [1.246, 2.294, -2.521], [2.404, 2.507, -1.605], [3.110, 3.693, -1.589], [4.210, 3.859, -0.761], [4.602, 2.832, 0.084], [3.942, 1.618, 0.102], [4.336, 0.559, 1.088], [5.633, -0.148, 0.693], [2.852, 1.433, -0.792], [2.184, 0.261, -0.833], [2.644, -0.926, -1.049], [1.912, -2.065, -0.719], [2.150, -3.440, -0.967], [1.120, -4.121, -0.367], [0.286, -3.151, 0.246], [0.768, -1.944, 0.040], [0.799, 1.370, -4.412], [2.080, 0.565, -3.525], [2.411, 2.092, -4.353], [0.480, 1.707, -2.012], [0.823, 3.261, -2.801], [2.790, 4.505, -2.224], [4.730, 4.803, -0.745], [5.430, 2.978, 0.760], [3.535, -0.172, 1.197], [4.482, 1.034, 2.060], [5.513, -0.705, -0.232], [5.921, -0.845, 1.476], [6.435, 0.572, 0.556], [3.611, -1.054, -1.537], [2.968, -3.832, -1.537], [0.960, -5.180, -0.339], [-0.613, -3.320, 0.808], [-2.039, -1.199, 0.912], [-3.635, -1.952, 0.289], [-4.117, -1.940, 1.957], [-2.904, -3.518, 0.503], [-5.132, -2.603, -0.256], [-2.976, -1.867, -1.322], [-4.257, -0.316, 0.118], [1.113, 1.252, 1.680], [1.131, 2.430, 1.606], [1.149, 3.659, 1.687], [1.496, 4.706, 1.049], [1.766, 5.685, 0.499], [-2.018, 4.695, -0.390], [-2.748, 4.485, 0.930], [-3.256, 3.042, 1.150], [-4.202, 2.988, 2.358], [-4.637, 1.576, 2.723], [-3.979, 2.594, -0.114], [-5.092, 2.971, -0.363], [-3.253, 1.840, -1.004], [-2.044, 1.280, -0.721], [-1.435, 0.575, -1.516], [-1.457, 1.534, 0.468], [-1.989, 2.214, 1.485], [-1.503, 2.302, 2.584], [-1.577, 5.689, -0.410], [-2.703, 4.607, -1.229], [-1.216, 3.972, -0.528], [-3.616, 5.145, 0.968], [-2.087, 4.738, 1.761], [-5.085, 3.580, 2.103], [-3.704, 3.453, 3.212], [-5.157, 1.101, 1.895], [-5.311, 1.610, 3.575], [-3.783, 0.958, 2.996], [-3.746, 1.461, -1.810]], "forces_ev_per_angstrom": [[-3.49, 1.87, 0.92], [-0.19, 0.08, 0.09], [0.07, -0.05, -0.17], [-0.19, 0.13, 0.03], [-0.08, -0.18, -0.12], [-0.05, -0.06, 0.02], [0.02, -0.12, 0.11], [0.04, -0.02, -0.18], [0.17, -0.09, -0.05], [-0.16, 0.03, 0.13], [0.82, 0.15, 0.18], [-0.51, 0.74, -0.72], [0.63, -0.88, -0.09], [0.17, 0.20, -0.03], [-0.28, -0.11, 0.10], [0.45, 0.09, -0.12], [-0.20, -0.27, 0.40], [0.68, 1.01, -0.03], [-0.09, -0.05, -0.16], [0.08, -0.10, -0.03], [0.07, 0.04, -0.02], [-0.06, 0.09, -0.04], [-0.04, -0.01, 0.07], [-0.07, 0.10, -0.05], [0.06, 0.09, 0.00], [0.10, 0.07, 0.13], [0.03, 0.08, 0.16], [-0.10, -0.02, 0.01], [0.05, -0.06, -0.13], [0.11, -0.11, 0.05], [0.14, 0.04, -0.04], [0.01, 0.00, 0.09], [0.19, -0.14, -0.10], [-0.10, -0.18, -0.08], [-0.27, 0.04, 0.05], [-0.53, -0.42, -0.51], [0.09, 0.38, 0.43], [0.06, -0.08, -0.57], [-0.09, 0.34, -0.08], [0.46, 0.04, 0.14], [-0.18, -0.02, 0.58], [0.34, -0.63, 0.05], [0.48, -2.18, 0.07], [-0.17, 1.37, -0.40], [-0.84, -1.42, 1.31], [0.60, 1.01, -0.95], [0.06, 0.34, -0.10], [-0.04, 0.15, 0.12], [0.03, 0.07, -0.21], [0.22, -0.21, 0.13], [-0.11, -0.12, 0.01], [0.06, 0.10, -0.04], [-0.05, 0.57, 0.65], [-0.26, -0.09, -0.24], [0.26, -0.34, -0.57], [-0.66, 0.40, -0.46], [0.19, -0.62, -0.35], [2.48, -1.91, -1.05], [-0.78, 1.04, 1.67], [0.13, -0.20, 0.01], [0.06, 0.05, -0.07], [-0.03, 0.02, -0.16], [0.16, -0.02, -0.04], [-0.02, -0.02, 0.07], [-0.12, -0.04, 0.09], [0.13, 0.07, -0.03], [0.03, 0.06, -0.16], [-0.06, -0.09, -0.01], [-0.08, -0.05, 0.08], [0.00, -0.09, 0.02], [0.15, 0.11, 0.19]], "mulliken_charge": [1.17, -1.42, -0.58, 1.08, -0.77, -0.87, -0.46, 0.74, -0.97, -1.27, -0.13, 0.40, -0.65, 0.49, -0.91, -0.86, -0.33, -0.08, 0.43, 0.30, 0.36, -0.29, 0.68, 0.43, 0.38, 0.51, 0.23, 0.59, 0.27, 0.43, 0.36, 0.55, 0.52, 0.47, 0.59, -0.60, 1.99, -0.48, -0.50, -0.48, -0.46, -0.43, -0.91, 0.82, -0.55, 0.68, -0.63, -0.93, -1.26, 2.42, -1.35, -1.23, -0.38, -0.62, 0.37, 0.28, -0.66, 0.50, -0.32, -0.63, 0.51, 0.34, -0.09, 0.45, 0.41, 0.50, 0.44, 0.23, 0.53, 0.27, 0.38], "spin_multiplicity": 2, "e_above_lowest_kcal_mol": 23.4, "homo_lumo_gap_ha": [0.2066, 0.1859], "homo_ev": [-9.49, -9.32], "charge": 0}

=====

{"formula": "C25H28B2CsF8N2O6Sb", "method": "ωB97M-V with the def2-TZVPD basis set", "elements": ["Cs", "O", "C", "O", "C", "C", "C", "C", "C", "N", "C", "O", "O", "H", "H", "H", "H", "H", "C", "Sb", "C", "C", "H", "H", "H", "H", "H", "H", "H", "H", "H", "C", "C", "C", "C", "C", "C", "N", "C", "C", "C", "C", "C", "C", "C", "O", "O", "C", "C", "H", "H", "H", "H", "H", "H", "H", "H", "H", "H", "H", "H", "H", "H", "F", "B", "F", "F", "F", "F", "B", "F", "F", "F"], "coordinates": [[0.748, -0.227, -1.100], [3.785, 1.771, -0.449], [3.892, 0.700, 0.316], [3.874, 0.692, 1.524], [3.997, -0.594, -0.471], [5.040, -0.891, -1.332], [5.052, -2.139, -1.933], [4.025, -3.032, -1.678], [2.998, -2.629, -0.840], [2.999, -1.441, -0.238], [1.766, -3.506, -0.648], [0.832, -2.907, 0.066], [1.697, -4.608, -1.138], [3.569, 2.567, 0.109], [5.797, -0.152, -1.555], [5.832, -2.393, -2.637], [3.968, -3.999, -2.157], [-0.148, -3.235, -0.092], [0.642, -2.638, 4.226], [1.704, -1.220, 2.992], [3.438, -2.471, 2.833], [2.424, -0.089, 4.671], [1.282, -2.976, 5.044], [0.335, -3.496, 3.628], [-0.253, -2.172, 4.640], [3.746, -2.775, 3.836], [4.241, -1.921, 2.348], [3.202, -3.357, 2.243], [2.881, -0.758, 5.404], [1.594, 0.445, 5.133], [3.157, 0.639, 4.326], [-2.200, 4.516, 0.564], [-2.825, 3.755, -0.572], [-3.321, 4.433, -1.681], [-3.813, 3.750, -2.781], [-3.836, 2.365, -2.772], [-3.371, 1.669, -1.662], [-3.326, 0.248, -1.707], [-4.018, -0.578, -0.856], [-5.258, -0.169, -0.337], [-6.006, -1.015, 0.457], [-5.548, -2.292, 0.766], [-4.306, -2.682, 0.296], [-3.520, -1.853, -0.499], [-2.098, -2.274, -0.792], [-1.421, -1.549, -1.567], [-1.649, -3.272, -0.167], [-2.845, 2.354, -0.556], [-2.213, 1.617, 0.593], [-2.387, 5.585, 0.463], [-1.116, 4.369, 0.585], [-2.588, 4.189, 1.531], [-3.285, 5.517, -1.689], [-4.167, 4.293, -3.650], [-4.209, 1.797, -3.614], [-2.503, -0.176, -2.119], [-5.624, 0.819, -0.589], [-6.963, -0.674, 0.835], [-6.135, -2.957, 1.387], [-3.880, -3.639, 0.567], [-2.823, 1.679, 1.499], [-1.233, 2.041, 0.829], [-2.082, 0.560, 0.365], [0.906, 2.897, 0.648], [1.543, 4.068, 1.108], [2.956, 3.957, 0.811], [1.037, 5.184, 0.439], [1.386, 4.197, 2.486], [3.877, -0.816, -4.098], [2.919, -0.785, -5.147], [1.939, 0.177, -4.830], [3.563, -0.439, -6.349], [2.329, -2.056, -5.264]], "forces_ev_per_angstrom": [[-0.16, 1.80, -0.44], [0.03, 0.05, 0.07], [0.05, -0.29, 0.05], [0.00, 0.08, -0.04], [0.07, -0.11, 0.12], [0.01, 0.04, -0.01], [0.00, -0.03, 0.01], [-0.06, -0.02, -0.04], [0.06, 0.02, 0.09], [0.83, -0.51, 0.37], [0.10, 0.04, 0.07], [0.12, -0.21, -0.12], [0.01, 0.01, 0.03], [-0.08, 0.02, -0.04], [0.00, 0.01, 0.01], [0.00, 0.00, 0.00], [0.00, 0.00, -0.01], [-0.03, -0.11, 0.05], [0.01, -0.05, 0.10], [-0.22, 0.20, -0.28], [0.05, -0.05, 0.09], [0.08, -0.04, 0.06], [-0.02, -0.02, 0.00], [0.01, 0.00, -0.02], [0.00, 0.00, 0.01], [0.03, -0.03, -0.03], [-0.01, 0.03, 0.01], [-0.02, 0.00, -0.01], [0.00, 0.03, 0.02], [0.00, 0.00, 0.01], [0.00, 0.00, -0.02], [0.02, -0.01, 0.01], [0.03, -0.01, 0.03], [-0.01, 0.03, -0.01], [-0.01, -0.04, -0.01], [-0.11, 0.00, 0.04], [0.15, -0.05, 0.22], [-0.20, 0.15, -0.34], [0.00, -0.03, -0.02], [0.05, -0.02, -0.02], [-0.05, 0.04, 0.00], [0.04, -0.03, -0.01], [0.03, 0.01, 0.01], [-0.02, 0.00, 0.15], [-0.10, 0.22, 0.05], [-0.74, -0.85, -0.20], [0.03, -0.05, -0.10], [0.06, 0.01, -0.15], [0.06, -0.05, 0.04], [0.01, 0.00, -0.01], [-0.16, 0.03, -0.01], [-0.02, -0.01, 0.00], [0.00, 0.00, 0.00], [-0.01, 0.01, 0.01], [0.00, 0.02, -0.01], [0.07, -0.10, 0.21], [0.00, 0.00, 0.01], [0.00, 0.00, 0.00], [-0.01, 0.01, 0.00], [-0.02, -0.01, 0.01], [-0.01, 0.02, -0.01], [-0.08, 0.02, 0.01], [-0.05, 0.01, 0.02], [0.04, -0.09, -0.08], [0.32, 0.04, 0.09], [-0.15, -0.10, -0.03], [0.02, -0.01, 0.00], [-0.04, 0.00, -0.06], [-0.02, 0.01, -0.02], [0.07, 0.03, 0.02], [-0.05, -0.06, 0.06], [-0.03, -0.01, 0.00], [0.01, 0.04, 0.01]], "mulliken_charge": [1.43, -0.38, -0.11, -0.60, 0.64, -0.44, -0.38, -0.63, 0.78, -0.47, -0.04, -0.28, -0.72, 0.53, 0.52, 0.39, 0.53, 0.20, -1.42, 0.74, -1.41, -1.31, 0.39, 0.38, 0.35, 0.53, 0.34, 0.38, 0.38, 0.34, 0.31, -1.26, 1.16, -0.94, -0.70, -0.88, -0.63, 0.13, 0.37, -0.92, -0.53, -0.66, -0.45, 0.34, 0.78, -0.82, -0.97, 1.67, -1.06, 0.41, 0.11, 0.30, 0.35, 0.39, 0.50, 0.41, 0.41, 0.36, 0.37, 0.43, 0.31, 0.23, -0.18, -0.25, 0.41, -0.51, -0.37, -0.38, -0.21, 0.49, -0.38, -0.38, -0.42], "e_above_lowest_kcal_mol": 0.0, "homo_lumo_gap_ha": 0.2759, "homo_ev": -3.68, "charge": -2}

=====

{"formula": "C25H28CdF5O3", "method": "ωB97M-V with the def2-TZVPD basis set", "elements": ["O", "C", "C", "H", "H", "C", "H", "H", "C", "H", "H", "H", "C", "H", "H", "H", "Cd", "C", "C", "C", "H", "C", "C", "H", "H", "H", "H", "C", "C", "C", "H", "C", "C", "H", "H", "H", "H", "O", "C", "C", "H", "H", "C", "H", "H", "C", "H", "H", "H", "H", "F", "C", "C", "F", "C", "F", "C", "O", "C", "F", "C", "F"], "coordinates": [[-1.785, -2.300, -1.865], [-2.876, -3.257, -1.820], [-2.359, -4.036, -3.034], [-3.865, -2.786, -1.960], [-2.865, -3.818, -0.886], [-1.418, -2.726, -3.213], [-3.138, -4.242, -3.791], [-1.785, -4.949, -2.792], [-2.004, -1.720, -4.219], [-3.133, -1.810, -4.234], [-1.610, -1.866, -5.234], [-1.737, -0.695, -3.903], [0.080, -2.945, -3.267], [0.303, -3.997, -2.975], [0.589, -2.323, -2.536], [0.465, -2.703, -4.289], [-1.925, 0.625, 0.266], [1.066, -1.562, 1.269], [0.076, -0.764, 1.858], [-1.231, -1.253, 1.466], [0.257, 0.117, 2.482], [-0.982, -2.477, 0.745], [0.409, -2.629, 0.564], [0.918, -3.412, -0.007], [2.145, -1.416, 1.318], [-2.179, -1.020, 1.971], [-1.743, -3.223, 0.507], [1.001, 1.598, -0.317], [1.156, 0.414, -1.082], [0.054, 0.328, -1.976], [1.977, -0.319, -1.012], [-0.881, 1.385, -1.666], [-0.243, 2.215, -0.640], [-0.530, 3.238, -0.338], [1.731, 2.032, 0.363], [-0.030, -0.311, -2.864], [-1.795, 1.605, -2.263], [-4.985, -1.085, -2.653], [-5.812, -1.903, -3.541], [-7.320, -1.730, -3.222], [-5.511, -2.954, -3.397], [-5.638, -1.633, -4.597], [-7.340, -0.829, -1.965], [-7.820, -2.689, -2.995], [-7.860, -1.255, -4.045], [-5.847, -0.619, -1.597], [-7.853, -1.307, -1.124], [-7.840, 0.135, -2.196], [-5.603, -1.282, -0.716], [-5.657, 0.442, -1.386], [0.618, 6.325, 4.568], [0.142, 5.304, 3.820], [0.988, 4.305, 3.326], [2.329, 4.483, 3.412], [0.445, 3.114, 2.872], [1.323, 2.099, 2.619], [-0.964, 2.916, 2.689], [-1.521, 1.887, 2.155], [-1.767, 4.024, 3.109], [-3.087, 3.940, 2.855], [-1.246, 5.170, 3.698], [-2.070, 6.114, 4.216]], "forces_ev_per_angstrom": [[-1.05, -0.62, -0.68], [0.27, -0.10, 0.28], [0.46, 1.01, -0.30], [0.57, -0.12, 0.04], [-0.10, 0.06, 0.06], [-1.16, -0.57, 0.27], [0.60, 0.09, 0.05], [-0.29, 0.47, -0.08], [-0.54, -0.03, 0.13], [1.30, 0.21, 0.00], [-0.15, -0.14, 0.17], [-0.22, -0.47, -0.11], [0.22, -0.63, -0.74], [0.02, 0.67, -0.43], [-0.11, 0.20, 0.02], [-0.08, -0.42, 0.77], [1.87, -0.41, 0.39], [-1.22, -0.01, 0.46], [1.14, 0.38, -0.13], [-0.16, -0.30, -0.03], [-0.17, -0.47, -0.46], [0.98, -0.47, -0.20], [-1.20, 0.26, 0.62], [-0.31, 0.19, 0.27], [-0.35, 0.09, 0.06], [0.44, -0.51, 0.54], [0.37, 0.50, -0.12], [-1.01, 0.68, -0.36], [-0.80, 0.35, -1.34], [0.43, 0.10, 0.58], [-0.54, 0.67, -0.12], [-0.23, 0.01, -0.41], [1.25, 0.08, -0.30], [-0.05, -0.85, -0.09], [-0.32, -0.37, -0.06], [-0.08, 0.08, 0.92], [1.03, 0.20, 0.30], [-2.23, 0.22, -0.91], [0.20, -0.21, -0.11], [0.23, -0.03, 0.65], [-0.03, 0.24, -0.11], [0.31, 0.01, 0.51], [0.25, 0.44, -0.29], [0.38, 0.33, -0.28], [0.15, -0.11, 0.06], [0.14, -0.96, 0.79], [-0.01, 0.20, -0.23], [0.32, -0.55, 0.26], [-0.21, 0.99, -0.47], [0.30, -0.40, 0.04], [0.26, 0.10, -0.29], [-0.53, -0.08, 0.03], [-0.41, 0.33, 0.56], [-0.60, -0.25, 0.11], [0.15, -0.48, -0.16], [-0.58, 0.69, 0.02], [-0.25, 0.37, -0.32], [0.09, 0.05, 0.43], [0.67, -0.01, -0.17], [-0.05, 0.14, 0.25], [0.26, -0.61, -0.06], [0.38, -0.25, -0.29]], "mulliken_charge": [-0.45, 0.24, -1.00, -0.46, 0.38, 1.22, 0.28, 0.32, -0.76, -0.08, 0.47, 0.05, -1.35, 0.35, 0.13, 0.36, 1.55, -0.68, -0.22, -1.68, 0.49, -0.33, -0.49, 0.43, 0.49, 0.81, 0.67, -0.23, -0.91, 0.01, 0.47, -1.78, -0.70, 0.55, 0.51, 0.73, 0.71, -0.30, -0.27, -0.59, 0.21, 0.37, -0.46, 0.25, 0.25, -0.41, 0.26, 0.25, 0.24, 0.25, -0.33, 0.63, -0.12, -0.31, 0.67, -0.37, -0.25, -1.00, 0.42, -0.33, 0.17, -0.32], "homo_lumo_gap_ha": 0.2132, "homo_ev": -3.72, "charge": -1}